69
Properties=species:S:1:pos:R:3:forces:R:3 method="wB97M-V/def2-TZVPD" e_above_lowest_kcal_mol=0.3 homo_ha=-0.2940 homo_lumo_gap_ev=8.8
C -7.22314 -1.34569 -0.50202 0.40 0.06 -0.09
C -6.11210 -0.78699 -1.38014 -0.56 0.30 0.01
O -4.82923 -1.27199 -0.98813 0.35 -0.16 0.14
C -4.25302 -0.66285 0.05324 -0.16 0.21 0.12
O -4.78665 0.21673 0.70492 0.00 -0.14 -0.08
C -2.90770 -1.12139 0.34308 0.27 -0.31 -0.19
N -2.21133 -0.44598 1.31312 -0.21 0.13 0.06
C -0.96574 -0.95035 1.42825 0.03 -0.28 -0.02
C 0.06400 -0.34899 2.33086 -0.01 0.05 -0.17
C 1.00659 0.51724 1.55131 0.02 0.22 0.05
N 2.31237 0.21170 1.41680 0.19 -0.03 0.06
C 2.92726 1.14014 0.61695 -0.32 0.33 -0.14
C 4.32518 0.98009 0.28282 0.26 -0.20 0.06
O 5.01018 0.05516 0.67565 -0.06 0.16 -0.01
O 4.79270 1.95622 -0.51767 -0.40 0.05 0.07
C 6.14808 1.83993 -0.94037 0.56 -0.24 -0.10
C 6.26168 0.99270 -2.20075 -0.20 0.20 0.33
C 1.97154 2.08278 0.24523 0.37 -0.35 0.11
C 2.18683 3.27320 -0.62060 0.05 0.01 -0.01
C 0.75860 1.68366 0.83841 -0.01 -0.05 0.15
C -0.56783 2.35519 0.68399 0.17 -0.22 -0.18
C -1.23357 1.93681 -0.63204 -0.18 0.13 0.23
C -2.70421 2.27889 -0.73755 0.24 -0.18 -0.34
O -3.40286 1.94191 -1.65912 -0.12 -0.03 -0.04
O -3.13707 3.00177 0.29548 0.23 0.09 0.30
C -4.52349 3.32609 0.30613 -0.45 -0.02 -0.15
C -0.84840 -2.00025 0.52978 -0.03 0.03 0.18
C 0.35072 -2.87508 0.36414 0.03 0.28 0.01
C 1.40128 -2.30257 -0.60333 0.12 -0.21 0.18
C 2.80037 -2.54749 -0.08123 -0.34 0.06 -0.20
O 3.08616 -2.58624 1.09075 0.22 -0.10 0.17
O 3.68244 -2.69047 -1.06303 -0.12 0.03 -0.30
C 5.04404 -2.84255 -0.66365 0.37 0.02 0.36
C -2.07148 -2.10796 -0.16509 -0.32 0.38 0.12
C -2.38167 -3.10490 -1.22519 -0.03 0.01 0.02
H -7.09538 -1.00190 0.52134 -0.04 0.01 0.05
H -7.20170 -2.43303 -0.51459 -0.06 -0.10 -0.01
H -8.18584 -1.00414 -0.87164 -0.13 0.02 -0.04
H -6.22752 -1.11160 -2.41624 0.05 0.07 0.11
H -6.10123 0.30680 -1.33609 0.02 -0.16 -0.10
H -2.61561 0.32196 1.82604 0.02 -0.02 -0.01
H -0.43395 0.24232 3.10370 0.07 -0.07 0.08
H 0.63982 -1.14005 2.81473 -0.07 0.01 0.10
H 2.77877 -0.61371 1.77078 -0.03 -0.02 -0.04
H 6.73760 1.39591 -0.13099 -0.07 0.17 -0.14
H 6.48160 2.86357 -1.12478 -0.05 -0.11 0.06
H 5.91181 -0.01714 -2.00091 0.00 -0.10 -0.01
H 7.29867 0.95055 -2.52147 0.12 -0.02 -0.07
H 5.65856 1.42218 -2.99709 -0.02 0.02 -0.11
H 2.24087 2.97494 -1.66751 0.01 0.08 -0.10
H 1.37288 3.98431 -0.50560 -0.06 0.09 -0.03
H 3.12644 3.75834 -0.36987 -0.02 0.11 -0.06
H -0.44710 3.43954 0.69858 -0.07 0.00 0.11
H -1.21010 2.08953 1.52260 -0.02 0.11 0.02
H -1.14784 0.85760 -0.77854 -0.03 0.01 -0.03
H -0.72640 2.40740 -1.47742 -0.03 -0.04 -0.04
H -5.10154 2.42826 0.53173 0.04 0.15 -0.04
H -4.65518 4.07435 1.08344 0.04 -0.01 -0.03
H -4.82711 3.71818 -0.66613 0.01 0.01 0.10
H 0.03753 -3.86056 0.01894 0.04 -0.06 0.07
H 0.83143 -2.99702 1.33815 -0.04 -0.10 -0.08
H 1.28378 -1.21820 -0.67839 0.05 0.04 -0.04
H 1.31448 -2.71653 -1.60659 -0.01 0.07 -0.03
H 5.62127 -2.92388 -1.58083 -0.05 -0.01 0.01
H 5.35455 -1.97604 -0.07575 0.00 -0.15 -0.12
H 5.15842 -3.74242 -0.05709 0.01 0.02 -0.08
H -1.65229 -3.03803 -2.03113 0.03 -0.06 -0.11
H -2.34114 -4.11517 -0.81754 -0.01 -0.10 -0.04
H -3.37214 -2.92666 -1.62880 0.01 -0.10 -0.09